DFT (ωB97M-V with the def2-TZVPD basis set) results for a structure of composition C3H9N in a non-equilibrium geometry.

Atoms and positions in Å:
C  -0.96316  0.94775  1.86409
N  1.32408  1.71518  -0.34612
C  1.70806  1.87414  -1.62052
C  0.95923  0.46689  -0.52181
H  -1.28118  -0.10206  1.89846
H  -0.61263  1.22658  0.87508
H  -0.13439  1.03766  2.55860
H  2.59748  2.45825  -1.83840
H  -1.86991  1.54070  1.99775
H  0.98017  1.78237  -2.42005
H  -2.03192  -6.28169  -0.72192
H  -1.49450  -6.53787  -0.28191
H  0.81865  -0.12791  -1.44326

Calculated values
gap between HOMO and LUMO: 0.2936 hartree
HOMO: -8.16 eV
calculated total energy: -4740.6908 eV
ΔE to the lowest compared entry with this formula, charge and spin: 148.0 kcal per mole

Atom charges from the natural (NBO) analysis, given in e for atoms 1 to 8: number 1, C, carries -0.84; number 2, N, carries -0.46; number 3, C, carries -0.12; number 4, C, carries 0.03; number 5, H, carries 0.21; number 6, H, carries 0.21; number 7, H, carries 0.22; number 8, H, carries 0.19